{
  "formula": "C60H64BBr2ClF5NO8S2",
  "method": "ωB97M-V/def2-TZVPD",
  "fmax_ha_per_bohr": 0.0953,
  "homo_energy_ev": -8.1,
  "relative_energy_kcal_mol": 181.02,
  "energy_ha": -9909.871217,
  "spin_multiplicity": 1,
  "smiles": "C#CCc1cc2c(cc1CCCCS(=O)(=O)Cl)Sc1c(COCCOCCOCC)cc(B(O)OC)c(O)c1N2[C@@H](Br)[C@@H](C)Br.Fc1ccccc1.Fc1ccccc1.Fc1ccccc1.Fc1ccccc1.Fc1ccccc1",
  "homo_lumo_gap_ev": 7.58,
  "elements": ["C", "C", "C", "C", "C", "C", "C", "C", "C", "C", "C", "C", "C", "S", "O", "O", "Cl", "S", "C", "C", "C", "O", "C", "C", "O", "C", "C", "O", "C", "C", "C", "C", "B", "O", "O", "C", "C", "O", "C", "N", "C", "Br", "C", "C", "Br", "H", "H", "H", "H", "H", "H", "H", "H", "H", "H", "H", "H", "H", "H", "H", "H", "H", "H", "H", "H", "H", "H", "H", "H", "H", "H", "H", "H", "H", "H", "H", "H", "H", "H", "H", "H", "H", "H", "H", "F", "C", "C", "C", "C", "C", "C", "H", "H", "H", "H", "H", "F", "C", "C", "C", "C", "C", "C", "H", "H", "H", "H", "H", "F", "C", "C", "C", "C", "C", "C", "H", "H", "H", "H", "H", "F", "C", "C", "C", "C", "C", "C", "H", "H", "H", "H", "H", "F", "C", "C", "C", "C", "C", "C", "H", "H", "H", "H", "H"],
  "coordinates": [[-3.448, 4.718, 2.291], [-2.647, 4.502, 1.385], [-1.686, 4.150, 0.179], [-1.361, 2.606, 0.302], [0.098, 2.262, 0.517], [0.517, 0.814, 0.697], [-0.575, -0.201, 0.643], [-2.026, 0.124, 0.400], [-2.450, 1.570, 0.224], [-3.984, 1.855, 0.005], [-4.321, 2.897, -1.144], [-3.620, 2.565, -2.535], [-3.012, 3.829, -3.301], [-4.049, 5.343, -3.221], [-3.817, 6.133, -1.988], [-3.782, 6.192, -4.388], [-6.061, 4.760, -3.355], [-0.158, -1.992, 0.860], [1.630, -1.996, 0.393], [2.284, -3.283, -0.093], [1.450, -4.620, -0.194], [1.849, -5.606, 0.803], [1.621, -5.091, 2.136], [0.889, -6.168, 3.086], [1.539, -6.067, 4.369], [0.597, -6.037, 5.449], [1.355, -5.854, 6.855], [0.804, -4.768, 7.632], [0.955, -5.058, 9.042], [0.883, -3.737, 9.934], [3.746, -3.309, -0.465], [4.564, -2.050, -0.348], [6.130, -2.116, -0.705], [6.808, -3.340, -0.368], [6.901, -1.070, -1.278], [7.610, -0.456, -0.148], [3.879, -0.795, 0.103], [4.654, 0.371, 0.215], [2.409, -0.722, 0.487], [1.934, 0.576, 0.945], [2.351, 0.888, 2.337], [3.106, 2.726, 2.354], [1.239, 0.607, 3.453], [2.044, 0.130, 4.769], [0.323, 2.301, 3.987], [-4.074, 4.493, 3.198], [-0.741, 4.760, 0.373], [-2.109, 4.458, -0.817], [0.895, 3.049, 0.578], [-2.793, -0.708, 0.352], [-4.450, 0.861, -0.320], [-4.471, 2.094, 1.004], [-5.445, 2.824, -1.326], [-4.136, 3.938, -0.752], [-4.399, 2.111, -3.235], [-2.801, 1.776, -2.459], [-2.850, 3.600, -4.406], [-1.963, 4.000, -2.885], [0.334, -4.485, -0.084], [1.638, -5.069, -1.212], [2.638, -4.847, 2.593], [0.941, -4.174, 2.130], [0.925, -7.218, 2.646], [-0.200, -5.836, 3.187], [0.063, -7.046, 5.523], [-0.157, -5.195, 5.394], [2.471, -5.690, 6.671], [1.206, -6.801, 7.463], [0.119, -5.742, 9.420], [1.948, -5.552, 9.279], [1.915, -3.265, 10.007], [0.531, -3.990, 10.986], [0.151, -2.997, 9.474], [4.278, -4.235, -0.829], [6.359, -3.674, 0.441], [8.593, -0.997, -0.017], [6.976, -0.593, 0.781], [7.776, 0.655, -0.309], [4.974, 0.630, -0.672], [3.223, 0.196, 2.578], [0.526, -0.229, 3.206], [2.937, 0.794, 4.984], [2.317, -0.953, 4.584], [1.289, 0.136, 5.616], [-1.880, 2.147, -6.184], [-2.073, 2.992, -7.214], [-2.997, 2.670, -8.193], [-3.200, 3.545, -9.254], [-2.469, 4.726, -9.327], [-1.541, 5.037, -8.340], [-1.345, 4.168, -7.274], [-3.550, 1.742, -8.123], [-3.925, 3.307, -10.021], [-2.625, 5.407, -10.157], [-0.969, 5.956, -8.401], [-0.632, 4.398, -6.491], [-0.436, -6.838, -0.750], [0.061, -7.769, -1.582], [1.420, -8.033, -1.570], [1.933, -8.999, -2.427], [1.084, -9.682, -3.292], [-0.279, -9.404, -3.297], [-0.795, -8.446, -2.433], [2.067, -7.485, -0.895], [2.995, -9.220, -2.422], [1.486, -10.433, -3.964], [-0.939, -9.934, -3.974], [-1.855, -8.222, -2.417], [-4.015, 9.358, 3.480], [-4.922, 8.946, 2.577], [-4.534, 8.077, 1.572], [-5.472, 7.648, 0.641], [-6.785, 8.101, 0.720], [-7.162, 8.978, 1.732], [-6.227, 9.399, 2.670], [-3.505, 7.742, 1.521], [-5.179, 6.961, -0.146], [-7.516, 7.769, -0.009], [-8.185, 9.334, 1.790], [-6.504, 10.075, 3.470], [2.703, -1.125, 7.537], [3.333, -0.194, 8.272], [2.764, 0.232, 9.460], [3.418, 1.192, 10.222], [4.628, 1.721, 9.784], [5.186, 1.288, 8.586], [4.539, 0.320, 7.828], [1.817, -0.186, 9.781], [2.986, 1.528, 11.158], [5.135, 2.473, 10.378], [6.127, 1.704, 8.243], [4.964, -0.035, 6.897], [-3.020, 1.328, -10.863], [-1.878, 1.015, -11.498], [-1.659, 1.493, -12.778], [-0.475, 1.173, -13.431], [0.471, 0.371, -12.801], [0.237, -0.107, -11.516], [-0.942, 0.221, -10.858], [-2.411, 2.110, -13.256], [-0.289, 1.548, -14.431], [1.393, 0.119, -13.313], [0.973, -0.735, -11.027], [-1.137, -0.134, -9.853]]
}

{
  "formula": "C60H70F14N17O28S14",
  "method": "ωB97M-V/def2-TZVPD",
  "total_charge": 2,
  "fmax_ha_per_bohr": 0.2202,
  "s2": 0.77,
  "homo_energy_ev": [-8.2, -12.1],
  "energy_ha": -12337.665344,
  "spin_multiplicity": 2,
  "homo_lumo_gap_ev": [2.20, 6.09],
  "elements": ["C", "N", "C", "C", "C", "C", "C", "C", "C", "C", "N", "C", "C", "C", "H", "H", "H", "H", "H", "H", "H", "H", "H", "H", "H", "H", "H", "H", "C", "N", "C", "C", "C", "C", "C", "C", "C", "C", "N", "C", "C", "C", "H", "H", "H", "H", "H", "H", "H", "H", "H", "H", "H", "H", "H", "H", "C", "N", "C", "C", "C", "C", "C", "C", "C", "C", "N", "C", "C", "C", "H", "H", "H", "H", "H", "H", "H", "H", "H", "H", "H", "H", "H", "H", "C", "N", "C", "C", "C", "C", "C", "C", "C", "C", "N", "C", "C", "C", "H", "H", "H", "H", "H", "H", "H", "H", "H", "H", "H", "H", "H", "H", "C", "N", "C", "C", "C", "C", "C", "C", "C", "C", "N", "C", "C", "C", "H", "H", "H", "H", "H", "H", "H", "H", "H", "H", "H", "H", "H", "H", "N", "S", "O", "O", "F", "S", "O", "O", "F", "N", "S", "O", "O", "F", "S", "O", "O", "F", "N", "S", "O", "O", "F", "S", "O", "O", "F", "N", "S", "O", "O", "F", "S", "O", "O", "F", "N", "S", "O", "O", "F", "S", "O", "O", "F", "N", "S", "O", "O", "F", "S", "O", "O", "F", "N", "S", "O", "O", "F", "S", "O", "O", "F"],
  "coordinates": [[3.916, 1.420, 3.336], [3.033, 1.028, 2.210], [1.701, 0.794, 2.361], [1.031, 0.392, 1.298], [1.635, 0.134, 0.072], [3.015, 0.449, -0.061], [3.735, 0.854, 1.095], [0.877, -0.287, -1.179], [1.398, -1.307, -1.993], [0.656, -1.799, -3.089], [-0.568, -1.353, -3.368], [-1.140, -0.385, -2.591], [-0.459, 0.227, -1.522], [-1.364, -1.818, -4.572], [4.537, 2.290, 3.122], [4.588, 0.585, 3.533], [3.280, 1.599, 4.203], [1.208, 1.014, 3.296], [-0.041, 0.323, 1.413], [3.445, 0.382, -1.050], [4.807, 0.941, 1.200], [2.387, -1.733, -1.905], [0.976, -2.552, -3.795], [-2.136, -0.098, -2.895], [-0.951, 0.975, -0.917], [-1.346, -1.045, -5.340], [-2.386, -2.034, -4.260], [-0.939, -2.710, -5.032], [8.592, 0.974, 0.604], [8.250, 1.372, 2.026], [8.131, 2.668, 2.408], [7.785, 3.006, 3.706], [7.383, 2.065, 4.634], [7.399, 0.712, 4.156], [8.047, 0.413, 2.927], [6.858, 2.391, 6.028], [6.922, 1.579, 7.151], [6.196, 1.767, 8.357], [5.477, 2.947, 8.528], [5.284, 3.761, 7.486], [6.017, 3.513, 6.253], [4.596, 3.109, 9.748], [9.494, 1.481, 0.261], [7.726, 1.200, -0.019], [8.901, -0.070, 0.642], [8.526, 3.387, 1.706], [7.854, 4.074, 3.845], [7.046, -0.089, 4.788], [8.143, -0.603, 2.572], [7.507, 0.677, 7.045], [6.117, 1.024, 9.136], [4.702, 4.630, 7.756], [5.969, 4.202, 5.423], [3.951, 3.972, 9.579], [5.260, 3.320, 10.586], [4.114, 2.199, 10.108], [-2.556, 1.701, 8.753], [-2.201, 0.713, 7.808], [-2.107, 1.061, 6.551], [-1.835, 0.074, 5.567], [-1.556, -1.260, 5.987], [-1.639, -1.513, 7.368], [-2.002, -0.506, 8.168], [-1.080, -2.214, 5.016], [-1.777, -3.367, 4.696], [-1.219, -4.335, 3.801], [-0.122, -3.932, 3.048], [0.595, -2.857, 3.412], [0.152, -1.983, 4.367], [0.434, -4.779, 1.953], [-1.689, 2.360, 8.806], [-2.750, 1.265, 9.733], [-3.420, 2.257, 8.389], [-2.220, 2.075, 6.197], [-1.862, 0.313, 4.514], [-1.546, -2.485, 7.830], [-2.081, -0.666, 9.233], [-2.747, -3.460, 5.163], [-1.648, -5.206, 3.329], [1.514, -2.743, 2.858], [0.778, -1.120, 4.535], [0.879, -5.634, 2.463], [1.199, -4.223, 1.412], [-0.402, -5.145, 1.357], [-4.934, -6.173, -13.165], [-5.059, -5.554, -11.822], [-4.946, -4.258, -11.647], [-5.196, -3.690, -10.391], [-5.611, -4.516, -9.323], [-5.777, -5.869, -9.582], [-5.493, -6.372, -10.821], [-5.861, -3.965, -7.953], [-7.054, -4.267, -7.314], [-7.311, -3.864, -6.004], [-6.461, -3.008, -5.359], [-5.323, -2.640, -6.030], [-4.976, -3.138, -7.289], [-6.662, -2.738, -3.972], [-5.961, -6.345, -13.486], [-4.429, -7.134, -13.066], [-4.362, -5.493, -13.796], [-4.551, -3.702, -12.484], [-4.943, -2.649, -10.249], [-5.992, -6.442, -8.692], [-5.554, -7.445, -10.926], [-7.851, -4.774, -7.839], [-8.244, -4.098, -5.513], [-4.659, -1.978, -5.494], [-4.054, -2.866, -7.781], [-7.660, -2.308, -3.893], [-5.948, -2.015, -3.578], [-6.621, -3.662, -3.395], [1.901, 4.226, -4.255], [0.761, 4.476, -3.338], [-0.150, 3.438, -3.246], [-1.179, 3.596, -2.335], [-1.202, 4.605, -1.382], [-0.285, 5.610, -1.500], [0.749, 5.516, -2.502], [-2.306, 4.598, -0.307], [-3.649, 4.638, -0.698], [-4.673, 4.407, 0.276], [-4.329, 4.390, 1.566], [-3.048, 4.610, 2.002], [-2.047, 4.670, 1.069], [-5.416, 4.165, 2.557], [2.660, 3.564, -3.840], [2.459, 5.156, -4.359], [1.496, 3.773, -5.160], [-0.247, 2.739, -4.064], [-2.033, 2.938, -2.404], [-0.457, 6.502, -0.915], [1.487, 6.263, -2.756], [-3.920, 4.721, -1.740], [-5.714, 4.424, -0.009], [-2.751, 4.678, 3.039], [-1.011, 4.859, 1.309], [-6.017, 3.303, 2.269], [-5.972, 5.101, 2.500], [-4.953, 4.111, 3.543], [1.821, 0.502, 5.836], [2.761, -0.500, 6.808], [2.066, -1.189, 7.816], [4.102, 0.034, 7.124], [3.043, -1.675, 5.635], [1.468, 1.501, 6.878], [2.514, 2.534, 7.152], [0.512, 1.159, 8.012], [0.532, 2.396, 5.883], [6.132, -1.076, 0.704], [5.549, -2.385, 1.625], [6.263, -3.627, 1.558], [4.089, -2.339, 1.733], [6.053, -1.921, 3.103], [6.086, -1.845, -0.582], [4.797, -2.284, -1.179], [7.332, -2.547, -0.958], [6.456, -0.512, -1.442], [1.840, 5.671, 2.609], [2.652, 4.916, 1.628], [1.880, 4.192, 0.622], [3.990, 4.464, 2.002], [2.959, 6.288, 0.774], [1.470, 4.369, 3.514], [2.592, 3.828, 4.300], [0.610, 3.407, 2.934], [0.479, 5.115, 4.583], [-4.375, -0.119, -3.879], [-5.089, 0.726, -2.918], [-6.483, 0.990, -3.295], [-4.407, 1.874, -2.302], [-5.342, -0.263, -1.750], [-3.880, 1.088, -5.007], [-2.530, 1.587, -4.824], [-4.820, 1.834, -5.806], [-3.464, 0.034, -6.091], [-3.356, -1.376, 2.395], [-2.773, -2.096, 1.194], [-1.354, -2.129, 0.924], [-3.708, -2.311, 0.078], [-2.927, -3.575, 1.799], [-3.330, 0.205, 1.822], [-2.436, 0.575, 0.739], [-3.580, 1.142, 2.899], [-4.766, 0.121, 1.065], [1.581, 1.191, -5.093], [1.362, 0.689, -6.477], [1.196, -0.730, -6.619], [2.041, 1.357, -7.553], [-0.153, 1.267, -6.572], [3.183, 0.660, -5.025], [4.123, 1.157, -6.042], [3.468, -0.680, -4.494], [3.616, 1.470, -3.677], [-2.629, -6.263, -3.454], [-1.822, -4.953, -2.912], [-2.492, -3.725, -2.491], [-0.407, -4.820, -3.340], [-1.583, -5.613, -1.487], [-3.690, -5.531, -4.254], [-3.148, -4.740, -5.286], [-4.897, -5.163, -3.580], [-4.065, -6.833, -5.134]]
}